Entry from the OMol25 dataset: a single C6H7BrN4O4 molecule at a distorted geometry (the ωB97M-V functional and the def2-TZVPD basis).

Energy above the lowest of the compared OMol25 structures with the same formula, charge and spin (kcal per mole): 0.0
Structure (SMILES): NC1(N)C([N+](=O)[O-])=CC([N+](=O)[O-])=C[C@@H]1Br
Net charge: 0
F_max (eV/Å): 6.0
Gap between HOMO and LUMO (eV): 8.8

Cartesian coordinates (Å):
Br -2.78795 -0.04606 -0.86653
O 1.29099 2.67925 -1.64637
O 0.46416 -3.77386 -1.36729
O 1.90703 2.39003 0.33963
O 1.89303 -2.53633 -2.32098
N -1.33307 1.82134 0.82198
N 0.95319 -2.73041 -1.59842
N 1.29962 2.12541 -0.64628
N 0.38506 0.34916 1.83153
C -0.64691 -1.71442 -0.04862
C 0.89004 -0.24646 -1.23623
C -1.42489 -0.47084 0.51772
C 0.51618 0.77727 -0.49289
C 0.32402 -1.53489 -0.90255
C -0.40165 0.67559 0.67996
H -0.27207 0.33432 2.64263
H 1.16112 1.04298 2.12107
H -1.97886 1.60552 1.57978
H -0.98518 -2.75445 0.10431
H -2.03512 -0.72968 1.35467
H -0.83545 2.68643 1.16622
H 1.61671 0.05010 -2.03333



Entry from the OMol25 dataset: a gas-phase ion, C4H9N2O (charge +1) at a distorted geometry (the ωB97M-V functional and the def2-TZVPD basis).

Energy above the lowest of the compared OMol25 structures with the same formula, charge and spin (kcal per mole): 44.9
Net charge: +1
F_max (eV/Å): 3.3
Gap between HOMO and LUMO (eV): 10.4

Cartesian coordinates (Å):
O -1.07928 -1.79513 -0.44087
N 0.89013 0.00847 0.05788
N -0.72548 1.51089 -0.23044
C 2.10348 -0.72170 0.05766
C -1.65015 0.50104 0.27793
C -0.94594 -0.82595 0.41736
C 0.56556 1.19613 -0.27033
H -1.05945 2.44791 -0.38993
H -2.49460 0.41234 -0.41505
H 2.96595 -0.05716 -0.00290
H -2.02552 0.81325 1.25962
H -1.37067 -1.53328 -1.33148
H 1.27183 1.95140 -0.60069
H 2.16960 -1.30315 0.97545
H -0.73380 -1.18765 1.41819
H 2.11834 -1.41739 -0.78239



Entry from the OMol25 dataset: a molecular structure, C29H49BrN4O4SbSi3Ti at a distorted geometry (the ωB97M-V functional and the def2-TZVPD basis).

Energy above the lowest of the compared OMol25 structures with the same formula, charge and spin (kcal per mole): 187.8
Spin multiplicity: 3
Net charge: -1
F_max (eV/Å): 4.4
Gap between HOMO and LUMO (spin up / spin down) (eV): 2.9 / 5.4

Cartesian coordinates (Å):
Sb -3.58832 -0.15206 -0.91715
Br 1.55361 1.56665 -2.06360
Ti 3.38131 0.30395 0.27572
Si -2.69419 -1.25698 -3.08149
Si -5.89528 0.79415 -1.82564
Si -4.37542 -2.07325 0.81454
O 4.58810 5.90156 -2.56183
O 2.05870 1.51060 1.17619
O 5.21882 -0.24899 0.53247
O 3.59386 -0.89149 -1.47992
N 6.38225 -1.99692 1.41212
N 3.91436 2.30294 -0.74891
N 3.44282 -0.30024 2.20047
N 2.87212 0.48475 3.04954
C -1.99733 -0.05317 -4.42006
C -6.60320 1.64419 -0.31606
C 1.39169 3.34345 5.58745
C 3.03412 4.11113 -2.13378
C 4.51548 -1.84601 3.76595
C -3.90596 -2.52812 -3.73328
C 4.91403 3.05181 -0.34912
C 5.18351 -2.66019 -2.14901
C -5.66206 2.08732 -3.15108
C 5.06925 4.30027 -0.87375
C 2.95458 2.78424 -1.56102
C -6.94544 -0.69809 -2.31974
C 4.24522 -1.90325 -1.23462
C 1.87172 -1.15382 0.51441
C -1.37388 -2.49355 -2.40819
C 1.60188 2.21697 4.77970
C 2.19060 1.46286 2.47270
C 5.06477 -1.62253 1.16861
C 4.20350 4.80927 -1.83912
C 1.16252 4.57541 5.03700
C 4.31621 -1.30466 2.42793
C -3.81471 -1.35440 2.47015
C -6.27309 -2.30978 0.65567
C 1.56876 2.41789 3.36122
C 1.00437 4.81735 3.69340
C -3.69096 -3.73186 0.41296
C 1.14867 3.69244 2.85448
C 4.14356 -2.56281 0.11296
C 2.62361 -2.47639 0.60548
H -1.48972 -3.53790 -2.67647
H -3.44710 -3.51398 -3.91834
H 5.61262 2.53838 0.30603
H -4.55509 -2.71477 -2.93520
H -6.61402 -2.61810 1.67775
H 1.33341 -0.96996 -0.37445
H -1.05724 -0.40948 -4.76645
H 7.07749 -1.50303 0.82557
H -2.74149 -0.09818 -5.26117
H -7.14282 0.85674 0.22728
H 1.34300 3.08006 6.61341
H -4.50219 -4.37875 0.70262
H 6.24235 -2.53839 -1.72535
H -2.84239 -3.96093 0.99837
H 2.21404 4.58687 -2.67246
H 5.03044 -2.21317 -3.16656
H 5.23826 6.45699 -2.06196
H 4.67219 -1.03637 4.52325
H 2.13468 -3.33823 0.09985
H 0.80323 3.72291 1.78098
H -6.51105 -1.72443 -2.29537
H -5.93258 2.94584 -2.62610
H 1.91212 1.25521 5.19053
H -1.10096 -2.51390 -1.34465
H 3.62792 -2.46775 4.13336
H 4.51681 -3.52159 0.31135
H -3.18355 -1.95619 3.08738
H -6.33913 1.99217 -4.00023
H -1.95894 0.94201 -4.05538
H 0.83619 5.34273 5.72329
H -7.81740 -0.83921 -1.67696
H -6.85685 -1.44502 0.43012
H -4.65998 -1.06148 3.20195
H -7.36253 -0.56622 -3.41867
H 4.90100 -3.74672 -2.13915
H 2.68538 -2.72040 1.68667
H -6.61627 -3.09271 -0.00506
H -4.62108 2.29196 -3.37031
H -3.26016 -0.41621 2.25376
H -5.92888 2.17085 0.36154
H 0.63107 5.74076 3.19793
H -0.48235 -2.25038 -3.02264
H 1.30124 -0.90316 1.40328
H -4.54207 -2.14276 -4.60494
H 6.04506 4.80226 -0.72817
H -7.42515 2.25974 -0.74746
H 6.59628 -2.96717 1.56338
H -3.50103 -3.86199 -0.63998
H 5.34309 -2.51757 3.72015



Entry from the OMol25 dataset: 9 unconnected molecules or ions with the total composition C32H87B2F8N6O8 at a distorted geometry (the ωB97M-V functional and the def2-TZVPD basis).

Net charge: +3
F_max (eV/Å): 2.5
Gap between HOMO and LUMO (eV): 8.3

Cartesian coordinates (Å):
F -4.43348 3.91394 -4.05544
F -2.80067 2.39777 -3.60296
F 2.16446 -3.29212 -3.55126
F -3.23934 4.10621 -2.12006
F 2.60750 -2.03039 -5.41893
F -2.16189 4.50803 -4.08818
F 0.85140 -3.47635 -5.48052
F 0.71972 -1.65014 -4.11149
O -2.00558 -4.50553 5.11151
O -1.57182 0.06996 2.93386
O -0.29520 0.88141 0.64949
O -1.33426 8.57999 -0.49178
O 6.44408 -2.29346 -5.16478
O 3.36159 -6.25213 -1.90180
O -7.25208 1.86279 -1.96152
O -1.11595 -1.03764 -0.07765
N 1.79410 0.59639 4.11148
N -3.18871 -3.58785 2.56462
N -0.23676 5.85053 -0.37489
N 2.07649 -4.36800 0.15179
N 4.84405 -0.16712 -3.22107
N -4.98494 1.08461 -0.07654
C 0.56924 -0.27374 3.97332
C 1.62554 1.46406 5.36847
C -0.59050 5.74588 -1.82438
C -0.25407 0.46272 -1.74258
C -3.62118 -5.04452 2.64405
C 0.63065 4.65732 0.00586
C -6.16517 0.25367 0.39541
C 3.02474 -0.23398 4.27390
C 5.82893 0.56971 -2.35892
C -4.29848 0.23701 -1.12646
C 1.02058 -5.40536 -0.00605
C 0.46409 7.14855 0.03219
C 3.15777 -4.90047 1.04345
C -1.78500 -3.57861 2.04411
C 0.03521 8.38562 -0.75435
C 3.73442 -4.88106 -1.80275
C 5.16289 -1.66302 -3.28201
C -3.31219 -2.85784 3.90795
C 2.62286 -4.00799 -1.21468
C -0.74536 0.53078 3.99074
C -5.97919 2.48307 -1.95277
C -3.96576 -2.73439 1.57156
C 3.45362 0.14187 -2.74045
C -5.38599 2.45691 -0.58186
C -2.20537 -3.11359 4.90310
C -1.56236 5.62222 0.34960
C -0.59381 0.07288 -0.30427
C 1.51961 -3.08311 0.73234
C 1.99118 1.45036 2.88419
C 6.56190 -2.04216 -3.76851
C -4.03831 1.24235 1.10965
C 4.97304 0.43109 -4.60697
B -3.16591 3.76172 -3.50601
B 1.55718 -2.63477 -4.63731
H 0.96454 -3.40058 1.61248
H -3.93963 -0.70278 -0.71637
H -1.42259 -2.58485 2.31921
H -4.99954 0.15470 -1.95218
H 0.25325 -0.40451 -2.17374
H -1.09457 -4.63693 5.39290
H 0.26445 6.17350 -2.35692
H 0.73043 -0.77350 3.01786
H -6.58952 0.83521 1.21461
H -3.26770 1.96976 0.86942
H 4.02117 -4.24508 1.12880
H -1.94632 4.69276 -0.06772
H -3.25437 -1.79709 3.65910
H -7.71524 2.21323 -2.73071
H 5.04508 -2.06586 -2.27517
H 5.70514 0.28275 -1.31815
H -2.62862 -2.69845 5.82459
H 4.67025 -4.77350 -1.24497
H 2.81856 2.11322 3.13457
H 0.87167 2.21487 5.15353
H 4.26820 -0.11210 -5.23500
H 6.97606 -2.95253 -3.32824
H 4.76902 1.49618 -4.53494
H -2.88911 -5.62623 3.19371
H 3.38041 1.19012 -2.45899
H -4.31393 -3.12863 4.23362
H -0.69587 4.73793 -2.21452
H 2.89874 -0.84330 5.16947
H 4.34646 -2.01592 -3.91587
H -5.40931 2.10156 -2.80373
H -1.33258 5.46471 1.40227
H -1.04981 0.47643 5.03661
H -4.58031 -5.19764 3.13573
H 3.44298 -5.86156 0.61850
H 2.31760 -2.40083 1.01809
H -6.93087 0.27530 -0.37741
H 1.37982 0.87041 6.24506
H 3.30080 -0.41567 -1.81398
H -1.05230 0.19429 2.08877
H 5.99409 0.28332 -4.95166
H -3.70842 -5.37065 1.60920
H 0.14681 8.11140 -1.80606
H -4.01981 -3.28836 0.63525
H -1.11462 0.64316 -2.38620
H 5.55681 1.61856 -2.48016
H 7.33325 -1.26750 -3.69917
H 0.28000 -4.97909 -0.68612
H -0.66883 1.59625 3.75311
H 1.48736 4.76119 -0.65754
H 1.86369 -3.84520 -1.98255
H 0.43837 1.30266 -1.74426
H 0.92255 -2.59291 -0.03736
H 1.07974 2.00093 2.67423
H 2.75293 -5.07782 2.03898
H -1.29964 -2.55950 4.65642
H -1.56090 9.46399 -0.80617
H 0.53939 -0.98304 4.79969
H -4.97582 -2.55057 1.92887
H -1.70125 -3.71830 0.97077
H -3.66033 0.29035 1.46136
H -2.22479 6.45794 0.15084
H 4.02422 0.19596 4.27917
H 1.54047 6.96063 -0.00489
H -1.40934 6.41620 -2.06866
H 3.06380 -0.97167 3.46896
H 0.85009 4.83247 1.05671
H 0.39142 7.23556 1.11929
H 1.44294 -6.35268 -0.32310
H 3.15991 -3.06000 -1.12579
H -1.13731 -4.24323 2.61461
H 2.68255 -0.14345 -3.45711
H 7.27356 -2.64297 -5.50751
H 0.67897 9.20222 -0.42500
H 2.58949 1.94610 5.51854
H 2.27499 0.83142 2.03758
H -4.48847 3.06261 -0.48810
H 3.91465 -4.56706 -2.83391
H -3.37411 -1.83623 1.40826
H 6.83135 0.50150 -2.76965
H 3.93650 -6.66522 -2.55505
H -5.78708 -0.71669 0.69196
H 0.39142 -5.48060 0.88323
H -6.02493 3.55587 -2.17238
H 0.08624 3.73491 -0.17625
H -3.41866 0.78653 -1.46414
H -6.11703 2.74387 0.17684
H -4.65618 1.70369 1.88118